(1)
DFT (wB97M-V/def2-TZVPD) results for a single C22H25FN2O2 molecule.

Summary:
HOMO energy, eV: -8.17
Energy above the lowest of the compared OMol25 structures with the same formula, charge and spin, kJ/mol: 146.6
LUMO, eV: 0.57
Total charge: 0
HOMO-LUMO gap, eV: 8.745

Positions of all 52 atoms, in Å:
C (-1.098, -3.077, -0.027)
H (2.835, -0.471, -1.788)
H (0.108, 3.850, -6.341)
C (-1.162, 0.142, 5.596)
C (0.762, 1.943, -2.940)
H (1.107, -1.646, 4.519)
H (-2.534, 3.630, -4.655)
F (-0.953, -5.430, -0.067)
H (-1.310, -1.907, 5.763)
C (-0.470, -1.855, 0.123)
C (-1.748, 2.888, -4.542)
C (2.035, 0.256, -1.782)
C (-0.411, 3.579, -4.271)
C (0.895, -1.782, 0.378)
C (1.019, -4.193, 0.292)
N (-0.430, -1.132, 3.170)
H (-0.813, 2.831, -1.764)
H (-2.157, -3.143, -0.220)
C (1.572, -0.443, 0.570)
H (-2.402, -0.588, 3.209)
C (1.790, 0.997, -2.916)
C (1.629, -2.960, 0.446)
H (-2.111, -2.327, 3.480)
H (-2.010, 2.219, -3.727)
H (-1.678, 2.304, -5.457)
C (0.247, 1.362, -0.660)
H (1.338, 1.289, 1.832)
N (-0.610, 1.100, 5.882)
H (2.655, -0.613, 0.576)
O (-1.112, 0.721, 2.108)
H (1.307, -2.263, 2.861)
H (2.696, -2.919, 0.622)
C (-0.202, -0.033, 2.402)
C (0.000, 4.459, -5.448)
C (0.584, -2.045, 3.643)
H (-2.854, -1.056, 5.560)
H (1.584, -5.110, 0.345)
H (0.104, -2.983, 3.920)
C (-1.813, -1.093, 5.233)
H (1.921, -0.136, 2.691)
C (1.270, 0.429, -0.632)
H (2.386, 0.867, -3.806)
C (-0.008, 2.114, -1.796)
H (-1.046, -0.947, 0.036)
C (-1.759, -1.316, 3.710)
C (1.220, 0.209, 1.932)
C (-0.343, -4.231, 0.067)
H (-0.751, 5.223, -5.624)
O (0.630, 2.626, -4.107)
H (-0.487, 4.203, -3.369)
H (-0.374, 1.520, 0.208)
H (0.954, 4.937, -5.239)



(2)
DFT (wB97M-V/def2-TZVPD) results for a molecular structure, C22H25FNOTl.

Summary:
HOMO energy (alpha / beta), eV: -7.93 / -7.96
Energy above the lowest of the compared OMol25 structures with the same formula, charge and spin, kJ/mol: 0.0
LUMO (alpha / beta), eV: -1.63 / -1.72
Total charge: 0
HOMO-LUMO gap (alpha / beta), eV: 6.299 / 6.240

Positions of all 51 atoms, in Å:
C (0.814, 1.167, -4.229)
H (0.412, -2.268, -5.141)
H (2.586, 1.853, -0.335)
Tl (2.402, -1.823, 0.231)
H (0.557, 2.221, -4.446)
C (2.979, 1.823, -3.128)
H (1.381, 0.767, -5.079)
C (-2.406, -0.274, -0.608)
C (-2.192, -4.585, -3.412)
H (-1.946, -2.359, -6.000)
C (-1.118, -2.155, -0.292)
C (-1.411, -1.598, 0.992)
C (0.042, -3.610, -3.532)
H (3.573, 1.393, -3.944)
H (-0.567, -3.077, -0.477)
C (-1.728, -1.331, -1.280)
C (-2.226, -0.441, 0.790)
C (0.535, 2.339, 0.439)
C (-0.730, 2.373, -0.255)
H (-3.629, -3.849, -4.868)
H (2.761, 2.880, -3.339)
H (-2.627, 0.202, 1.570)
C (1.645, 1.093, -2.947)
H (-1.035, -1.981, 1.944)
C (-0.341, -2.894, -4.661)
H (3.588, 1.765, -2.218)
C (-1.662, -2.961, -5.133)
H (-1.708, -1.498, -2.355)
H (-1.232, 1.909, -2.400)
C (-2.595, -3.792, -4.499)
C (0.895, 1.740, -1.778)
O (4.102, -1.428, -2.650)
H (2.385, -0.085, -1.459)
F (1.694, -0.931, 2.134)
H (0.967, -0.861, -2.299)
H (1.368, -3.045, -1.922)
H (1.941, -4.396, -2.927)
H (-2.910, -5.260, -2.936)
N (2.312, -2.482, -3.726)
C (1.433, -3.415, -2.963)
H (0.714, 2.515, 1.497)
H (-0.565, -5.135, -2.108)
C (2.906, -1.425, -2.989)
H (-0.126, 0.600, -4.168)
C (1.937, -0.371, -2.431)
C (-0.497, 2.006, -1.616)
C (-0.874, -4.506, -2.944)
C (1.525, 1.972, -0.514)
H (-2.964, 0.517, -1.097)
H (3.041, -3.009, -4.207)
H (-1.694, 2.588, 0.196)



(3)
DFT (wB97M-V/def2-TZVPD) results for 3 unconnected molecules or ions with the total composition C22H25N2O10.

Summary:
⟨S²⟩: 0.754
Spin multiplicity: 2
HOMO energy (alpha / beta), eV: -9.06 / -9.68
LUMO (alpha / beta), eV: -1.65 / -1.65
Total charge: 0
HOMO-LUMO gap (alpha / beta), eV: 7.411 / 8.034

Positions of all 59 atoms, in Å:
O (4.514, -2.024, -4.649)
C (-5.376, 4.917, -0.542)
C (-0.510, -0.276, 0.474)
C (2.146, -0.968, 2.248)
N (1.839, 2.001, 1.110)
H (1.482, -5.448, -5.102)
C (-5.902, 3.763, -0.972)
H (4.015, -2.083, 2.450)
C (3.041, -2.058, 3.008)
H (-2.035, 3.940, -0.098)
H (-3.435, 0.902, -1.230)
H (2.143, -0.308, 0.073)
C (1.573, -2.983, -2.660)
H (-1.567, 0.020, 0.305)
C (1.136, -4.183, -3.436)
H (-1.716, -0.575, 3.735)
H (1.644, 2.397, 3.269)
C (1.046, 2.830, 0.644)
H (2.345, 0.241, 4.051)
H (2.472, -2.084, 0.403)
H (3.077, -1.408, -2.536)
O (0.163, 3.323, 0.072)
H (2.602, -3.081, 2.916)
C (2.663, -1.029, 0.743)
C (-3.085, 3.850, -0.356)
O (-6.131, 6.018, -0.382)
H (4.796, -2.507, -5.450)
O (3.581, -4.169, -6.002)
H (3.545, 0.723, 2.818)
H (-0.136, 0.912, 3.793)
H (-5.519, 6.711, -0.065)
O (0.055, -4.841, -2.981)
O (-3.483, 6.114, 0.158)
C (3.417, -2.666, -4.210)
H (3.768, -0.871, 0.682)
C (2.474, 0.408, 2.943)
C (0.027, 1.045, 2.684)
C (-3.921, 5.041, -0.215)
H (-0.231, -4.355, -2.184)
H (-2.515, -0.379, 2.121)
C (-1.647, -0.843, 2.649)
O (-5.487, 1.514, -1.538)
H (-0.763, 1.774, 2.358)
C (-5.058, 2.579, -1.135)
O (0.570, -1.726, 3.672)
H (0.184, 0.426, -0.042)
H (3.279, -1.763, 4.055)
C (1.790, -4.583, -4.531)
H (-6.951, 3.662, -1.213)
H (-0.354, -1.303, 0.056)
C (-0.247, -0.368, 2.037)
C (1.493, 1.586, 2.509)
C (2.761, -2.264, -3.116)
N (0.734, -1.418, 2.407)
H (-1.749, -1.953, 2.581)
O (0.938, -2.643, -1.679)
O (-2.843, 1.613, -0.913)
C (2.964, -3.851, -5.002)
C (-3.612, 2.701, -0.784)



(4)
DFT (wB97M-V/def2-TZVPD) results for a single C22H25N3O3 molecule.

Summary:
HOMO energy, eV: -7.78
Energy above the lowest of the compared OMol25 structures with the same formula, charge and spin, kJ/mol: 245.1
LUMO, eV: 0.49
Total charge: 0
HOMO-LUMO gap, eV: 8.272

Positions of all 53 atoms, in Å:
H (4.141, 3.434, -1.678)
H (4.482, 2.128, 2.797)
C (-6.546, 0.200, -0.986)
H (-7.212, 0.470, -1.792)
C (-5.239, 0.647, -1.013)
H (-0.542, 2.001, -1.425)
H (0.942, -2.066, -2.268)
C (-0.154, -0.432, -0.831)
C (4.977, 1.192, 2.517)
H (0.032, -1.356, 1.710)
N (2.910, -1.393, 0.072)
O (-0.246, -0.222, -2.023)
C (-4.362, 0.310, 0.017)
H (0.680, -3.462, -1.203)
H (5.170, 0.608, 3.416)
H (-2.140, -1.008, 0.707)
H (2.447, -0.397, -2.394)
C (-7.002, -0.591, 0.055)
H (3.052, 1.806, -3.199)
C (0.689, -1.889, 1.026)
H (0.075, 0.706, 0.982)
O (4.154, 0.384, 1.714)
C (-0.680, 0.564, 0.208)
H (2.636, -2.357, 1.892)
H (0.514, -2.962, 1.162)
O (-3.190, 2.614, -1.331)
C (-1.044, 1.884, -0.464)
C (-6.135, -0.930, 1.077)
H (-4.893, 1.262, -1.826)
C (3.882, 2.445, -1.334)
C (-2.544, 1.824, -0.688)
H (2.257, -0.633, 1.886)
N (0.376, -1.583, -0.350)
C (-4.825, -0.486, 1.064)
H (2.840, -3.393, -0.350)
H (-8.024, -0.939, 0.070)
C (2.597, -2.453, -0.856)
C (1.098, -2.452, -1.260)
H (-6.476, -1.545, 1.897)
C (2.938, 0.280, -1.715)
C (3.194, -0.109, -0.404)
C (3.277, 1.539, -2.178)
N (-3.029, 0.744, -0.003)
H (5.926, 1.418, 2.022)
C (-2.019, 0.076, 0.790)
H (-2.108, 0.365, 1.847)
C (2.179, -1.550, 1.309)
H (-4.173, -0.756, 1.881)
H (-0.809, 2.748, 0.158)
H (4.663, 2.788, 0.616)
C (3.852, 0.815, 0.441)
C (4.170, 2.077, -0.028)
H (3.239, -2.367, -1.733)



(5)
DFT (wB97M-V/def2-TZVPD) results for a single C22H25N3O3S molecule.

Summary:
HOMO energy, eV: -8.29
Energy above the lowest of the compared OMol25 structures with the same formula, charge and spin, kJ/mol: 180.9
LUMO, eV: -0.52
Total charge: 0
HOMO-LUMO gap, eV: 7.771

Positions of all 54 atoms, in Å:
H (3.831, -0.845, -2.972)
H (1.531, -2.675, 3.428)
O (4.861, 1.139, 1.363)
C (3.467, -1.350, -2.085)
H (0.867, 0.545, 0.682)
C (2.655, -3.307, -0.994)
C (-5.899, 0.146, -0.132)
C (2.319, -0.929, 2.452)
C (2.787, -0.389, 1.287)
H (-2.264, 1.966, 1.287)
H (-2.474, 2.133, -0.461)
O (-2.481, -1.072, 1.852)
H (-0.163, 3.063, -0.690)
C (0.690, 1.498, -1.896)
C (2.015, -3.063, 1.392)
H (-4.742, 1.797, -0.837)
H (1.477, 0.745, -1.812)
C (-1.034, -0.104, -1.048)
C (2.900, -1.169, 0.119)
H (1.792, 3.385, 0.815)
H (3.277, -3.273, -3.042)
N (3.050, 2.070, -0.066)
C (-4.750, -1.392, 1.301)
H (-0.027, 1.847, 1.466)
H (2.140, 3.716, -0.896)
C (-3.581, 0.529, 0.423)
C (1.914, -2.272, 2.503)
H (2.258, -0.293, 3.321)
C (1.901, 2.930, -0.172)
C (-5.900, -1.000, 0.646)
C (-2.350, 1.402, 0.351)
O (2.800, 1.991, 2.416)
H (-4.728, -2.283, 1.909)
C (0.576, 2.261, -0.574)
H (-1.995, -0.582, -1.252)
C (-3.583, -0.640, 1.196)
H (-6.793, 0.454, -0.652)
H (3.315, 1.524, -0.873)
H (0.962, 2.185, -2.701)
H (1.720, -4.102, 1.422)
C (0.097, 1.305, 0.526)
H (-0.279, -0.889, -0.922)
N (-1.136, 0.601, 0.221)
C (2.513, -2.539, 0.181)
H (-1.410, 1.542, -2.394)
C (-4.743, 0.898, -0.236)
N (3.343, -0.604, -1.022)
H (-6.798, -1.592, 0.738)
S (3.438, 1.296, 1.335)
H (2.372, -4.350, -0.980)
H (-1.723, -0.534, 1.541)
C (-0.629, 0.800, -2.216)
C (3.146, -2.717, -2.127)
H (-0.531, 0.198, -3.121)



(6)
DFT (wB97M-V/def2-TZVPD) results for a single C22H25N3O3S molecule.

Summary:
HOMO energy, eV: -7.76
Energy above the lowest of the compared OMol25 structures with the same formula, charge and spin, kJ/mol: 118.6
LUMO, eV: 0.47
Total charge: 0
HOMO-LUMO gap, eV: 8.233

Positions of all 54 atoms, in Å:
H (-3.098, -2.498, -2.895)
C (2.840, -1.478, 0.968)
N (2.492, -0.081, 0.785)
H (3.043, -0.070, -2.571)
H (-2.182, -1.022, -3.208)
C (0.052, 4.177, 1.220)
C (2.984, 0.428, -0.480)
H (-3.346, 0.974, -2.408)
H (-1.087, -3.754, -2.382)
C (-2.222, -1.919, -2.587)
C (-2.637, -0.210, 0.712)
H (-2.794, 0.899, 2.550)
C (-3.363, 2.041, 0.820)
N (0.189, -2.105, -2.263)
H (-0.799, -2.905, -3.904)
H (2.505, -1.764, 1.967)
H (2.694, 1.481, -0.541)
H (1.427, 0.004, -1.879)
C (2.470, -1.861, -1.518)
C (2.155, -2.336, -0.088)
C (-2.775, -0.208, -0.698)
C (-2.345, -1.493, -1.155)
C (-2.925, 0.912, 1.478)
C (1.447, -2.541, -2.443)
O (0.074, 0.092, -0.152)
H (2.461, -3.379, 0.014)
C (-3.228, 0.946, -1.335)
O (1.755, -3.415, -3.229)
H (-1.818, -1.656, 1.995)
H (-3.863, 2.960, -1.048)
C (-0.969, -2.761, -2.833)
H (2.374, 4.046, 3.678)
N (-2.194, -1.442, 1.087)
C (2.445, -0.333, -1.697)
O (0.448, -0.545, 2.182)
H (-1.607, -3.194, 0.045)
C (1.726, 3.707, 2.885)
H (0.890, 5.643, 2.532)
H (2.356, 1.645, 2.999)
H (4.077, 0.372, -0.440)
S (0.858, 0.233, 1.047)
C (0.886, 1.960, 1.495)
C (1.724, 2.372, 2.514)
C (0.889, 4.604, 2.238)
H (-3.589, 2.934, 1.384)
H (-0.594, 2.472, 0.060)
C (0.049, 2.843, 0.843)
H (1.081, -2.279, 0.101)
C (-3.516, 2.055, -0.570)
H (-0.601, 4.877, 0.722)
H (-0.015, -1.413, -1.550)
C (-1.988, -2.193, -0.038)
H (3.461, -2.235, -1.793)
H (3.929, -1.562, 0.914)



(7)
DFT (wB97M-V/def2-TZVPD) results for a single C22H25N3O4 molecule.

Summary:
HOMO energy, eV: -7.92
Energy above the lowest of the compared OMol25 structures with the same formula, charge and spin, kJ/mol: 255.0
LUMO, eV: 0.64
Total charge: 0
HOMO-LUMO gap, eV: 8.564

Positions of all 54 atoms, in Å:
C (-5.759, -0.733, -0.363)
C (-2.900, -0.950, 0.403)
H (-3.448, -3.488, -1.755)
H (-5.427, 0.276, -0.615)
O (-3.592, 0.086, 0.981)
H (0.189, -0.283, -1.188)
H (-5.869, -0.816, 0.720)
C (-0.885, -2.256, 0.060)
H (0.685, 2.718, 2.395)
C (0.478, 1.723, 0.512)
H (-1.040, -3.915, -1.278)
H (-0.524, 0.645, -2.515)
C (4.538, 0.006, -0.115)
C (4.034, -0.200, 1.316)
C (-0.703, 4.061, -0.374)
H (1.781, -0.146, -3.032)
C (-0.557, 2.989, -1.236)
C (-0.253, 3.970, 0.933)
H (5.375, -0.670, -0.303)
H (4.805, 0.145, 2.007)
H (0.919, 0.798, 0.856)
H (3.134, 0.392, 1.487)
N (1.164, -3.568, 0.033)
O (3.344, -1.362, -1.700)
C (3.467, -0.284, -1.159)
H (3.630, -1.794, 2.706)
C (-1.564, -3.096, -0.815)
C (-2.918, 0.929, 1.883)
C (2.477, -2.149, 1.000)
C (-3.587, -1.797, -0.491)
O (-4.888, -1.716, -0.876)
H (4.887, 1.034, -0.232)
H (-2.543, 0.374, 2.749)
C (-1.562, -1.197, 0.662)
H (4.546, -2.311, 1.280)
N (1.326, -1.549, 0.960)
H (-6.719, -0.931, -0.841)
C (0.243, 0.655, -1.739)
H (1.673, 1.637, -3.045)
C (0.033, 1.808, -0.804)
C (-2.894, -2.857, -1.078)
C (0.520, -2.471, 0.338)
C (3.734, -1.668, 1.624)
H (-3.663, 1.650, 2.214)
C (0.338, 2.797, 1.374)
H (-2.091, 1.459, 1.401)
H (-0.910, 3.065, -2.255)
H (-1.012, -0.569, 1.342)
H (-1.170, 4.971, -0.721)
H (2.770, 1.619, -0.895)
O (2.435, -3.368, 0.464)
C (1.620, 0.742, -2.416)
N (2.703, 0.789, -1.462)
H (-0.366, 4.807, 1.606)



(8)
DFT (wB97M-V/def2-TZVPD) results for a single C22H25N3O4 molecule.

Summary:
HOMO energy, eV: -7.77
Energy above the lowest of the compared OMol25 structures with the same formula, charge and spin, kJ/mol: 28.3
LUMO, eV: 0.40
Total charge: 0
HOMO-LUMO gap, eV: 8.170

Positions of all 54 atoms, in Å:
H (1.224, 5.171, 5.670)
H (-2.552, 1.324, -3.492)
C (1.509, -2.589, -2.228)
O (0.838, -0.045, -3.564)
N (0.371, -1.798, -2.173)
C (-0.801, 3.335, 5.441)
C (-1.374, 0.200, -0.878)
H (-2.329, -0.164, -0.480)
H (-1.141, 5.176, 6.471)
H (-1.831, 2.957, 5.518)
H (-1.518, -6.849, -0.637)
C (-1.333, 1.484, 1.672)
H (-0.109, 2.481, 5.481)
N (0.165, -5.604, -0.647)
C (2.643, -2.208, -2.946)
H (-1.333, 1.429, 3.795)
C (-0.816, 3.385, 3.054)
C (-1.141, 2.232, 0.515)
C (1.506, -3.819, -1.534)
H (-1.595, -5.397, 0.390)
O (-0.633, 4.043, 4.231)
H (4.643, -2.687, -3.501)
C (-1.277, -0.082, -2.388)
C (-0.780, 3.575, 0.648)
H (-0.632, 4.176, -0.232)
C (3.771, -3.001, -2.947)
C (-0.953, -6.204, 0.038)
C (0.108, -0.613, -2.785)
H (2.625, -1.278, -3.488)
C (0.955, 4.713, 6.618)
C (3.796, -4.185, -2.225)
N (-1.294, 1.641, -0.749)
H (-0.822, 1.490, -3.814)
C (-0.510, 4.294, 6.592)
H (-0.563, -0.270, -0.313)
H (-2.004, -0.843, -2.682)
H (1.596, 3.849, 6.779)
O (-0.577, -3.500, -0.401)
O (-1.517, 3.494, -2.096)
C (2.672, -4.585, -1.531)
H (-0.349, 5.175, 1.995)
C (-0.625, 4.137, 1.894)
H (-0.779, 3.804, 7.529)
H (0.848, -6.223, -1.052)
H (2.720, -5.494, -0.948)
H (1.132, 5.429, 7.416)
C (0.289, -4.273, -0.811)
H (-0.326, -2.172, -1.522)
C (-1.453, 2.297, -1.935)
C (-1.172, 2.049, 2.927)
C (-1.561, 1.265, -3.042)
H (-1.617, 0.445, 1.621)
H (-0.609, -6.791, 0.891)
H (4.688, -4.792, -2.202)



(9)
DFT (wB97M-V/def2-TZVPD) results for a single C22H25N3O5 molecule.

Summary:
HOMO energy, eV: -8.33
Energy above the lowest of the compared OMol25 structures with the same formula, charge and spin, kJ/mol: 348.8
LUMO, eV: -0.39
Total charge: 0
HOMO-LUMO gap, eV: 7.942

Positions of all 55 atoms, in Å:
H (0.985, -0.635, 6.768)
H (3.296, 1.792, 0.065)
H (0.165, 0.212, 5.434)
H (-1.982, 2.522, -3.196)
H (1.062, 3.500, -5.223)
C (-0.516, -1.730, 1.850)
H (1.167, 2.722, 0.975)
H (-0.968, 1.553, 0.440)
H (1.136, 3.201, -3.482)
H (-1.687, 1.313, -5.854)
C (2.285, 0.179, -0.929)
H (-3.638, -0.993, 1.911)
O (-2.792, -1.336, 2.318)
C (-1.176, 2.257, -5.682)
C (2.349, 1.318, -0.143)
C (3.827, -2.492, 4.480)
H (0.165, -2.708, 0.057)
H (-0.457, 1.998, -2.447)
O (-4.408, -0.331, 0.559)
H (-0.926, -1.673, -1.533)
H (-0.544, 2.467, -6.544)
C (-1.233, -0.726, -1.067)
C (1.657, -2.684, 1.567)
C (0.414, -2.391, 1.054)
C (-2.144, -0.922, 0.113)
H (-0.389, -1.410, 5.940)
C (1.165, 1.831, 0.364)
C (-1.596, 0.396, -3.304)
C (0.463, 3.342, -4.328)
H (-0.768, -0.255, -3.593)
C (2.030, -2.335, 2.866)
C (-3.434, -0.366, -0.193)
N (-2.072, -0.001, -2.003)
H (-1.929, 3.055, -5.594)
C (0.025, 0.039, -0.717)
C (0.484, -0.765, 5.809)
C (-3.342, 0.223, -1.588)
C (-0.169, -1.409, 3.165)
H (-0.142, 4.245, -4.149)
C (1.082, -1.687, 3.687)
H (3.176, -0.261, -1.357)
C (-1.848, -1.343, 1.385)
C (-0.023, 1.184, 0.072)
H (3.252, -3.037, 5.230)
O (1.444, -1.355, 4.966)
N (-0.340, 2.150, -4.503)
N (1.155, -0.445, -1.209)
H (3.867, -1.436, 4.752)
H (-0.912, -0.915, 3.768)
H (-2.427, 0.274, -4.003)
H (2.390, -3.198, 0.968)
O (3.301, -2.678, 3.183)
C (-1.112, 1.854, -3.310)
H (4.838, -2.895, 4.433)
O (-4.205, 0.784, -2.226)